Entry 1:
# C51H40F12N3O4P2S6Sc

A structure of composition C51H40F12N3O4P2S6Sc (ωB97M-V with the def2-TZVPD basis set, the OMol25 dataset).

molecular weight = 1286.18 u
largest force on an atom = 0.0130 Eh/bohr
net charge = -2
E_LUMO = 3.42 eV
spin multiplicity = 1
electronic energy = -7464.074105 a.u.

Last column: Mulliken charge in e.
Geometry (Å):
Sc (0.260, 0.970, -0.775)  -2.020
C (-6.122, 2.239, -2.435)  -1.687
C (-4.934, 2.139, -1.521)  0.629
C (-4.326, 3.278, -1.005)  -1.445
C (-3.206, 3.171, -0.212)  0.114
C (-2.657, 1.921, 0.095)  -0.104
N (-1.456, 1.794, 0.820)  0.888
C (-1.239, 2.825, 1.784)  -1.402
C (-2.313, 3.113, 2.644)  0.534
C (-2.206, 3.966, 3.715)  -1.296
C (-0.984, 4.562, 4.010)  0.566
C (-0.818, 5.466, 5.199)  -1.705
C (0.077, 4.283, 3.174)  -0.787
C (-0.008, 3.437, 2.060)  -1.325
C (1.209, 3.349, 1.121)  1.880
O (1.163, 2.342, 0.237)  0.513
C (2.541, 3.169, 1.917)  0.202
F (3.544, 2.798, 1.124)  -0.160
F (2.986, 4.282, 2.556)  -0.317
F (2.418, 2.217, 2.849)  -0.271
C (1.278, 4.687, 0.307)  0.573
F (2.420, 4.798, -0.368)  -0.232
F (1.185, 5.807, 1.068)  -0.311
F (0.271, 4.734, -0.564)  -0.130
C (-3.230, 0.769, -0.442)  0.013
C (-4.372, 0.908, -1.229)  -0.648
C (-2.435, -0.530, -0.256)  0.956
O (-1.168, -0.376, -0.741)  1.597
C (-3.028, -1.654, -1.160)  -0.571
F (-2.325, -2.799, -1.066)  -0.221
F (-2.964, -1.296, -2.446)  -0.215
F (-4.307, -1.999, -0.930)  -0.270
C (-2.339, -0.989, 1.248)  0.951
F (-1.319, -0.884, 3.662)  -0.568
F (-4.660, -0.515, 1.341)  -0.472
F (-1.525, -2.122, 1.259)  -0.373
H (-6.646, 3.185, -2.291)  0.412
H (-6.839, 1.435, -2.258)  0.394
H (-5.827, 2.185, -3.484)  0.253
H (-4.715, 4.259, -1.250)  0.283
H (-2.711, 4.065, 0.142)  0.569
H (-3.252, 2.616, 2.457)  0.548
H (-3.072, 4.156, 4.339)  0.352
H (-1.759, 5.949, 5.460)  0.377
H (-0.085, 6.248, 4.997)  0.387
H (-0.475, 4.921, 6.082)  0.294
H (1.015, 4.773, 3.382)  0.527
H (-4.846, 0.038, -1.654)  0.467
O (1.382, -0.541, 0.717)  1.688
P (2.369, -1.644, 0.785)  1.305
C (2.644, -2.559, -0.787)  -1.672
P (1.880, -1.763, -2.221)  1.170
O (1.536, -0.346, -1.942)  0.738
C (3.115, -1.827, -3.528)  0.131
C (3.598, -3.039, -4.018)  -0.530
C (4.567, -3.045, -5.006)  -0.663
C (5.042, -1.837, -5.510)  -0.401
C (4.544, -0.636, -5.037)  -0.861
C (3.573, -0.619, -4.041)  -0.248
C (0.511, -2.747, -2.820)  0.820
C (-0.364, -2.074, -3.672)  -0.748
C (-1.376, -2.779, -4.302)  -0.675
C (-1.535, -4.136, -4.068)  -0.509
C (-0.689, -4.799, -3.192)  -0.810
C (0.336, -4.103, -2.569)  -0.470
C (1.959, -2.893, 1.998)  0.220
C (1.089, -2.495, 3.001)  -0.419
C (0.697, -3.406, 3.975)  -0.570
C (1.191, -4.699, 3.954)  -0.502
C (2.072, -5.099, 2.953)  -0.700
C (2.449, -4.199, 1.971)  -0.423
C (4.011, -1.014, 1.167)  0.051
C (4.795, -1.480, 2.215)  -0.515
C (6.042, -0.917, 2.451)  -0.785
C (6.502, 0.110, 1.642)  -0.560
C (5.714, 0.590, 0.604)  -0.826
C (4.469, 0.035, 0.368)  -0.546
H (2.303, -3.587, -0.686)  0.341
H (3.721, -2.579, -0.977)  0.916
H (3.210, -3.979, -3.645)  0.353
H (4.944, -3.984, -5.390)  0.397
H (5.798, -1.841, -6.285)  0.370
H (4.894, 0.304, -5.440)  0.493
H (3.150, 0.325, -3.699)  -0.037
H (-0.283, -1.000, -3.811)  0.245
H (-2.067, -2.250, -4.941)  0.412
H (-2.342, -4.674, -4.548)  0.375
H (-0.832, -5.850, -2.985)  0.393
H (0.985, -4.635, -1.886)  0.200
H (0.653, -1.509, 3.016)  0.005
H (-0.021, -3.082, 4.714)  0.452
H (0.880, -5.409, 4.711)  0.377
H (2.453, -6.113, 2.932)  0.397
H (3.131, -4.520, 1.192)  0.442
H (4.430, -2.275, 2.854)  0.379
H (6.646, -1.274, 3.275)  0.388
H (7.472, 0.552, 1.830)  0.377
H (6.049, 1.419, -0.004)  0.467
H (3.836, 0.455, -0.409)  0.432
S (-0.286, 7.033, -5.572)  -0.411
C (0.014, 5.564, -4.788)  0.117
S (1.556, 5.032, -4.301)  -0.199
C (1.126, 3.527, -3.529)  0.159
C (-0.216, 3.290, -3.500)  -0.140
S (-1.067, 1.902, -2.838)  -0.482
S (-1.205, 4.527, -4.224)  -0.071
S (2.380, 2.529, -2.865)  -0.355
S (-1.482, 0.282, 2.251)  0.426
C (-3.713, -1.442, 1.871)  0.080
N (-4.108, -2.766, 1.497)  -0.214
C (-4.608, -3.459, 2.677)  -0.572
C (-4.856, -2.319, 3.665)  -0.643
N (-3.803, -1.423, 3.278)  0.025
H (-3.364, -3.249, 1.019)  0.164
H (-3.869, -4.161, 3.080)  0.291
H (-5.525, -4.010, 2.454)  0.365
H (-4.731, -2.642, 4.701)  0.354
H (-5.873, -1.913, 3.546)  0.321
H (-3.705, -0.521, 3.714)  0.167


Entry 2:
# C2H3NO2

The molecule C2H3NO2 (ωB97M-V with the def2-TZVPD basis set, the OMol25 dataset).

molecular weight = 73.05 u
largest force on an atom = 0.0507 Eh/bohr
net charge = 0
E_LUMO (spin up / spin down) = -0.96 / -1.89 eV
energy relative to the best compared isomer or geometry (same formula, charge and spin) = 105.81 kcal per mole
spin multiplicity = 1
electronic energy = -283.089394 a.u.

Last column: Mulliken charge in e.
Geometry (Å):
C (0.638, 0.127, -0.104)  0.686
C (0.065, -1.140, 0.054)  -0.812
N (-0.463, 1.003, -0.110)  0.187
O (1.779, 0.553, -0.075)  -0.574
O (-1.668, 0.649, -0.126)  -0.463
H (-0.954, -1.355, 0.359)  0.368
H (0.836, -1.752, 0.359)  0.359
H (-0.234, 1.915, -0.357)  0.249